[1]
Entry from OMol25: a structure of composition C19H48AsF6NiO23S7 (wB97M-V/def2-TZVPD).

The value obtained for the gap between HOMO and LUMO (spin up / spin down) is 7.3 / 5.6 eV. The value obtained for the HOMO energy (spin up / spin down) is -12.3 / -12.3 eV. The total charge is +1. The LUMO energy (spin up / spin down) is -5.066 / -6.700 eV. As for the expectation value of S²: 2.002. As for the total energy: -9613.427677 Ha. As for the spin multiplicity: 3.

Each line ends with the Löwdin charge.
Cartesian coordinates (Å):
Ni (-0.05, 0.45, 2.83)  1.10
As (-0.44, 0.15, -0.97)  0.93
F (-0.09, 0.38, 0.79)  -0.32
F (0.30, -1.38, -0.76)  -0.21
F (-0.69, -0.13, -2.69)  -0.23
F (-1.03, 1.87, -0.99)  -0.27
F (1.23, 0.78, -1.41)  -0.28
F (-2.01, -0.61, -0.57)  -0.25
O (-0.48, -1.66, 2.33)  -0.36
S (-0.65, -3.09, 2.02)  0.76
O (0.41, -3.96, 1.42)  -0.28
O (-1.27, -3.80, 3.40)  -0.26
C (-1.37, -5.24, 3.36)  -0.25
C (-1.24, -5.78, 4.85)  -0.04
C (-2.07, -3.31, 0.95)  -0.08
H (-0.58, -5.62, 2.71)  0.11
H (-2.35, -5.53, 2.98)  0.11
H (-0.45, -5.33, 5.45)  0.07
H (-1.09, -6.86, 4.91)  0.08
H (-2.19, -5.48, 5.30)  0.07
H (-2.85, -2.59, 1.18)  0.05
H (-2.28, -4.37, 1.11)  0.07
H (-1.69, -3.20, -0.07)  0.08
O (-0.50, 2.44, 2.36)  -0.35
S (-1.22, 3.72, 2.38)  0.79
O (-2.66, 3.73, 2.73)  -0.31
O (-0.41, 4.80, 3.38)  -0.24
C (-1.22, 5.85, 3.78)  -0.31
C (-0.27, 6.59, 4.72)  -0.05
C (-1.04, 4.51, 0.63)  -0.03
H (-2.07, 5.51, 4.37)  0.12
H (-1.46, 6.48, 2.92)  0.12
H (-0.23, 6.15, 5.72)  0.09
H (-0.73, 7.57, 4.85)  0.09
H (0.72, 6.66, 4.28)  0.09
H (-1.19, 5.59, 0.63)  0.07
H (-1.85, 4.11, 0.02)  0.06
H (-0.05, 4.29, 0.24)  0.08
O (2.42, -3.99, -5.45)  -0.29
S (2.95, -2.87, -4.66)  0.65
O (3.27, -3.10, -3.28)  -0.31
O (4.32, -2.39, -5.39)  -0.27
C (5.44, -1.97, -4.61)  -0.24
C (6.53, -1.36, -5.69)  -0.04
C (1.98, -1.30, -4.90)  -0.09
H (6.04, -2.73, -4.12)  0.11
H (5.21, -1.18, -3.91)  0.10
H (6.23, -0.44, -6.20)  0.06
H (6.62, -2.13, -6.45)  0.06
H (7.57, -1.27, -5.36)  0.06
H (0.95, -1.44, -4.59)  0.06
H (1.97, -1.10, -5.97)  0.07
H (2.44, -0.50, -4.33)  0.06
O (2.15, -0.40, 1.94)  -0.37
S (3.48, -0.60, 1.32)  0.77
O (4.27, 0.59, 0.88)  -0.31
O (4.43, -1.33, 2.51)  -0.28
C (5.77, -1.66, 2.15)  -0.29
C (6.68, -1.72, 3.41)  -0.05
C (3.51, -1.89, -0.06)  -0.05
H (6.16, -0.94, 1.44)  0.11
H (5.70, -2.63, 1.66)  0.11
H (6.44, -2.58, 4.04)  0.08
H (6.51, -0.92, 4.12)  0.08
H (7.68, -1.61, 2.99)  0.08
H (3.16, -1.34, -0.94)  0.06
H (3.01, -2.81, 0.23)  0.08
H (4.57, -2.11, -0.18)  0.06
O (-2.37, 0.37, 2.57)  -0.37
S (-3.81, 0.41, 2.23)  0.76
O (-4.41, -0.70, 1.52)  -0.27
O (-4.74, 0.72, 3.64)  -0.26
C (-4.13, 1.42, 4.79)  -0.24
C (-5.18, 1.90, 5.79)  -0.05
C (-4.16, 1.90, 1.17)  -0.08
H (-3.46, 2.13, 4.29)  0.08
H (-3.55, 0.66, 5.31)  0.11
H (-6.02, 2.30, 5.23)  0.08
H (-4.84, 2.67, 6.48)  0.09
H (-5.55, 1.03, 6.34)  0.08
H (-5.00, 1.75, 0.49)  0.07
H (-3.32, 2.15, 0.51)  0.05
H (-4.44, 2.78, 1.75)  0.06
C (0.74, 2.96, -4.04)  -0.16
C (2.19, 3.53, -3.76)  -0.14
O (2.80, 3.56, -5.05)  -0.20
S (2.00, 2.69, -6.19)  0.71
O (2.84, 1.67, -6.74)  -0.23
O (1.20, 3.51, -7.12)  -0.24
O (1.05, 2.01, -5.04)  -0.24
H (-0.06, 3.56, -4.47)  0.13
H (0.34, 2.37, -3.22)  0.09
H (2.77, 3.00, -3.01)  0.13
H (2.10, 4.55, -3.40)  0.12
C (-5.04, -0.62, -2.45)  -0.18
C (-4.70, -1.94, -1.80)  -0.17
O (-4.09, -2.74, -2.85)  -0.21
S (-4.81, -2.44, -4.30)  0.75
O (-5.88, -3.35, -4.60)  -0.23
O (-3.79, -2.21, -5.38)  -0.27
O (-5.45, -1.00, -3.75)  -0.20
H (-4.18, 0.05, -2.50)  0.12
H (-5.87, -0.13, -1.95)  0.13
H (-5.56, -2.42, -1.32)  0.13
H (-4.00, -2.07, -0.97)  0.09

=====

[2]
Entry from OMol25: a cluster of 3 separate species, C19H48BN7O8P2Si in total (wB97M-V/def2-TZVPD).

The value obtained for the gap between HOMO and LUMO is 6.9 eV. The value obtained for the HOMO energy is -7.9 eV. The total charge is 0. The LUMO energy is -1.042 eV. As for the total energy: -2734.829856 Ha. The structure (SMILES) is C#C[Si@](CCC(N)=O)(CC(=O)O)OB(O)O.CN(C)P(=O)(N(C)C)N(C)C.CN(C)P(=O)(N(C)C)N(C)C.

Each line ends with the Löwdin charge.
Cartesian coordinates (Å):
C (-5.04, 2.67, 2.59)  0.06
C (-5.54, 1.44, 2.52)  -0.13
Si (-6.16, -0.36, 2.41)  0.54
C (-4.61, -1.43, 1.90)  -0.21
C (-3.72, -1.64, 3.23)  -0.16
C (-2.21, -1.03, 3.05)  -0.38
N (-2.02, 0.37, 3.52)  0.10
O (-1.29, -1.76, 2.55)  0.00
C (-7.38, -0.46, 0.94)  -0.14
C (-8.79, 0.27, 1.17)  -0.41
O (-9.85, -0.47, 1.17)  0.02
O (-8.98, 1.68, 1.34)  0.04
O (-6.74, -1.04, 3.89)  -0.03
B (-7.25, -0.04, 4.81)  -0.67
O (-6.46, 0.95, 5.52)  0.09
O (-8.70, -0.08, 5.06)  0.08
H (-4.34, 3.57, 2.80)  0.07
H (-5.05, -2.46, 1.61)  0.09
H (-4.09, -0.88, 1.05)  0.10
H (-4.15, -1.14, 4.19)  0.10
H (-3.67, -2.78, 3.48)  0.13
H (-2.86, 0.72, 4.02)  0.07
H (-1.90, 0.96, 2.67)  0.07
H (-7.49, -1.57, 0.61)  0.12
H (-6.87, 0.08, 0.04)  0.12
H (-8.13, 2.09, 1.64)  0.09
H (-6.73, 1.86, 5.24)  0.11
H (-8.89, -1.06, 5.01)  0.12
C (-0.37, 4.13, -2.70)  -0.12
N (-0.85, 3.87, -1.36)  -0.32
C (-1.86, 4.85, -0.94)  -0.14
P (-0.11, 3.00, -0.08)  0.80
O (-1.39, 2.15, 0.14)  -0.34
N (0.72, 1.59, -0.70)  -0.32
C (0.92, 1.32, -2.12)  -0.15
C (0.25, 0.31, -0.14)  -0.15
N (1.35, 3.97, -0.28)  -0.30
C (1.29, 5.40, -0.01)  -0.13
C (2.63, 3.59, -0.86)  -0.12
H (0.55, 4.72, -2.73)  0.07
H (-1.10, 4.68, -3.31)  0.08
H (-0.22, 3.21, -3.27)  0.06
H (-1.40, 5.70, -0.42)  0.06
H (-2.58, 4.40, -0.26)  0.06
H (-2.44, 5.25, -1.78)  0.08
H (-0.02, 1.14, -2.65)  0.09
H (1.54, 0.43, -2.26)  0.07
H (1.48, 2.10, -2.63)  0.05
H (-0.69, 0.00, -0.60)  0.08
H (0.09, 0.38, 0.94)  0.06
H (0.98, -0.50, -0.30)  0.08
H (0.85, 5.95, -0.85)  0.07
H (2.27, 5.84, 0.17)  0.08
H (0.69, 5.59, 0.88)  0.08
H (2.63, 3.72, -1.94)  0.08
H (2.92, 2.56, -0.61)  0.08
H (3.45, 4.20, -0.46)  0.08
C (4.09, -4.92, -1.37)  -0.12
N (3.97, -3.81, -2.29)  -0.32
C (3.38, -4.21, -3.57)  -0.14
P (4.83, -2.32, -2.33)  0.80
O (3.52, -1.50, -2.41)  -0.33
N (5.13, -1.73, -0.70)  -0.32
C (4.84, -2.50, 0.50)  -0.15
C (4.57, -0.39, -0.43)  -0.16
N (6.36, -3.21, -2.29)  -0.30
C (6.70, -4.08, -3.41)  -0.13
C (7.30, -3.35, -1.19)  -0.13
H (5.08, -5.40, -1.40)  0.07
H (3.36, -5.71, -1.58)  0.09
H (3.86, -4.63, -0.35)  0.06
H (4.14, -4.49, -4.29)  0.06
H (2.79, -3.40, -4.00)  0.07
H (2.69, -5.05, -3.47)  0.08
H (3.77, -2.69, 0.63)  0.09
H (5.19, -1.96, 1.39)  0.09
H (5.39, -3.45, 0.54)  0.05
H (3.49, -0.44, -0.25)  0.06
H (4.74, 0.30, -1.26)  0.07
H (5.03, 0.06, 0.46)  0.08
H (6.18, -5.04, -3.35)  0.07
H (7.76, -4.31, -3.46)  0.08
H (6.44, -3.60, -4.35)  0.08
H (7.03, -4.19, -0.54)  0.08
H (7.41, -2.44, -0.60)  0.08
H (8.32, -3.56, -1.55)  0.08